No. 1
Molecular formula: C43H47BrO7S
Method: DFT, ωB97M-V with the def2-TZVPD basis set

Computed properties:
- Kohn-Sham gap: 9.0 eV
- E_LUMO: -0.05 eV
- HOMO energy: -9.09 eV
- Total charge: 0
- SMILES: C[C@@H](C[C@H]1OS(=O)(=O)O[C@@]1(Br)COO)OCc1ccccc1.c1ccccc1.c1ccccc1.c1ccccc1.c1ccccc1.c1ccccc1

Structure (XYZ):
```
99
Properties=species:S:1:pos:R:3:mulliken_charge:R:1
C 2.678 -0.891 -2.855 -1.76
C 3.113 0.390 -2.117 0.90
C 4.649 0.550 -2.311 -1.25
C 5.180 1.937 -1.943 0.01
O 4.985 3.030 -2.862 -0.42
S 4.127 4.189 -2.110 1.35
O 2.829 4.321 -2.666 -0.56
O 4.812 5.430 -2.144 -0.65
O 3.984 3.511 -0.611 -0.36
C 4.966 2.504 -0.542 0.16
Br 6.669 3.598 -0.240 -0.06
C 5.007 1.601 0.677 -1.17
O 3.725 1.068 1.002 -0.13
O 3.688 0.870 2.401 -0.44
O 2.555 1.610 -2.560 0.07
C 1.246 1.570 -3.077 -1.33
C 0.159 1.115 -2.122 0.80
C -1.104 0.927 -2.657 -0.85
C -2.166 0.528 -1.891 -0.19
C -1.985 0.288 -0.541 -0.45
C -0.750 0.478 0.016 -0.87
C 0.304 0.901 -0.772 0.17
H 2.450 -0.738 -3.910 0.35
H 1.834 -1.329 -2.311 0.36
H 3.489 -1.621 -2.745 0.49
H 2.990 0.235 -1.037 0.01
H 5.101 -0.176 -1.624 0.42
H 4.917 0.296 -3.341 0.48
H 6.267 1.786 -1.972 0.72
H 5.770 0.816 0.565 0.45
H 5.321 2.219 1.523 0.63
H 4.381 0.217 2.605 0.29
H 1.166 1.026 -4.029 0.32
H 1.002 2.607 -3.342 0.49
H -1.269 1.118 -3.718 0.36
H -3.131 0.397 -2.371 0.32
H -2.809 -0.049 0.081 0.44
H -0.562 0.300 1.070 0.44
H 1.266 1.060 -0.292 0.35
C -6.234 -0.749 -3.029 -0.29
C -6.155 0.624 -3.219 -0.38
C -7.033 1.258 -4.086 -0.42
C -7.990 0.518 -4.767 -0.37
C -8.065 -0.856 -4.584 -0.37
C -7.188 -1.490 -3.714 -0.48
H -5.553 -1.242 -2.346 0.40
H -5.407 1.201 -2.688 0.43
H -6.973 2.329 -4.231 0.36
H -8.678 1.012 -5.442 0.37
H -8.808 -1.434 -5.119 0.37
H -7.247 -2.561 -3.569 0.37
C -0.462 -1.086 4.524 -0.21
C -0.611 -0.580 5.808 -0.39
C 0.150 0.505 6.221 -0.46
C 1.064 1.083 5.349 -0.60
C 1.221 0.573 4.067 -0.04
C 0.456 -0.511 3.655 -0.50
H -1.061 -1.929 4.200 0.30
H -1.322 -1.031 6.490 0.30
H 0.031 0.901 7.222 0.37
H 1.656 1.931 5.670 0.39
H 1.938 1.017 3.384 0.41
H 0.576 -0.909 2.654 0.50
C -4.523 -5.481 4.777 -0.34
C -3.537 -6.397 4.436 -0.41
C -2.199 -6.085 4.639 -0.37
C -1.848 -4.855 5.179 -0.34
C -2.834 -3.937 5.511 0.02
C -4.172 -4.250 5.312 -0.61
H -5.566 -5.727 4.624 0.36
H -3.811 -7.355 4.013 0.35
H -1.430 -6.801 4.376 0.36
H -0.805 -4.612 5.339 0.40
H -2.560 -2.976 5.927 0.23
H -4.940 -3.533 5.573 0.36
C -8.650 0.517 0.739 -0.61
C -8.560 1.083 2.004 -0.35
C -7.735 2.180 2.216 -0.42
C -6.999 2.709 1.165 -0.51
C -7.083 2.137 -0.097 -0.31
C -7.910 1.043 -0.312 0.16
H -9.298 -0.334 0.572 0.37
H -9.132 0.669 2.824 0.37
H -7.667 2.623 3.202 0.36
H -6.358 3.566 1.330 0.37
H -6.505 2.547 -0.916 0.33
H -7.977 0.599 -1.296 0.27
C 10.058 0.985 -2.827 -0.50
C 10.613 -0.114 -3.468 -0.36
C 10.296 -1.398 -3.045 -0.39
C 9.428 -1.584 -1.978 -0.52
C 8.880 -0.484 -1.332 -0.32
C 9.194 0.800 -1.756 -0.06
H 10.300 1.987 -3.160 0.38
H 11.292 0.030 -4.299 0.37
H 10.727 -2.255 -3.548 0.36
H 9.180 -2.585 -1.650 0.37
H 8.207 -0.629 -0.495 0.38
H 8.763 1.656 -1.253 0.33
```



No. 2
Molecular formula: C43H47N3O4PS5SbSn
Method: DFT, ωB97M-V with the def2-TZVPD basis set

Computed properties:
- Kohn-Sham gap (spin up / spin down): 6.9 / 7.0 eV
- 2S+1: 2
- E_LUMO (spin up / spin down): -1.92 / -3.34 eV
- Expectation value of S²: 0.76
- HOMO energy (spin up / spin down): -8.80 / -10.36 eV
- Total charge: +1

Structure (XYZ):
```
105
Properties=species:S:1:pos:R:3:mulliken_charge:R:1
Sn 0.492 -1.103 -0.319 2.06
C -5.047 -3.887 1.833 -1.23
C -4.662 -2.587 1.160 -0.35
O -3.468 -2.011 1.750 -0.04
P -2.006 -2.459 1.284 0.77
S -0.738 -1.168 2.121 -0.43
S -1.860 -2.617 -0.690 -0.61
O -1.849 -3.928 1.887 -0.31
C -1.938 -4.133 3.331 -0.45
C -0.574 -4.383 3.929 -1.13
H -6.050 -4.179 1.516 0.45
H -5.050 -3.768 2.918 0.27
H -4.356 -4.689 1.569 0.21
H -5.433 -1.838 1.300 0.21
H -4.496 -2.726 0.092 0.47
H -2.582 -4.998 3.459 0.41
H -2.421 -3.273 3.792 0.40
H -0.090 -5.219 3.426 0.26
H -0.682 -4.627 4.989 0.44
H 0.058 -3.500 3.835 0.17
S 4.174 -1.899 2.464 -0.33
C 4.169 -0.227 2.109 -0.75
C 3.192 0.106 1.220 -1.31
C 2.414 -1.023 0.822 0.54
C 2.845 -2.178 1.396 0.34
C 2.367 -3.519 1.037 0.91
C 2.980 -4.687 1.480 -0.88
C 2.562 -5.901 0.969 -0.69
C 1.536 -5.926 0.038 -1.03
C 0.954 -4.727 -0.326 -0.84
N 1.351 -3.547 0.161 0.70
H 4.884 0.426 2.592 0.52
H 3.026 1.114 0.864 0.50
H 3.791 -4.628 2.196 0.49
H 3.036 -6.822 1.289 0.46
H 1.185 -6.856 -0.389 0.51
H 0.131 -4.692 -1.029 0.51
N -0.787 0.110 -2.371 -0.55
C -0.417 0.589 -3.362 0.25
N 0.008 1.129 -4.492 0.22
C -0.025 2.579 -4.723 -0.39
C -0.998 2.879 -5.843 -0.55
O -0.683 2.115 -6.999 -0.39
C -0.773 0.720 -6.752 -0.69
C 0.231 0.309 -5.696 -0.49
H 0.976 2.906 -5.015 0.24
H -0.308 3.085 -3.802 0.32
H -0.934 3.925 -6.130 0.36
H -2.022 2.658 -5.517 0.32
H -0.571 0.215 -7.694 0.37
H -1.784 0.463 -6.417 0.33
H 1.243 0.501 -6.059 0.30
H 0.136 -0.744 -5.438 0.38
C 3.625 -3.137 -3.573 -1.18
S 3.125 -2.442 -2.000 0.61
O 1.668 -2.041 -2.256 -0.72
C 4.069 -0.928 -2.062 0.47
C 3.507 0.199 -2.649 -0.38
C 4.232 1.384 -2.650 -0.51
C 5.496 1.428 -2.070 -0.57
C 6.040 0.294 -1.479 -0.64
C 5.321 -0.893 -1.465 -0.73
H 3.472 -2.387 -4.349 0.36
H 2.990 -4.007 -3.743 0.46
H 4.674 -3.433 -3.506 0.39
H 2.509 0.141 -3.074 0.48
H 3.811 2.275 -3.102 0.45
H 6.057 2.356 -2.069 0.42
H 7.018 0.336 -1.014 0.43
H 5.721 -1.782 -0.983 0.41
S 0.654 1.811 0.070 -0.48
Sb -0.997 2.586 1.459 1.03
C -0.950 2.057 3.489 0.66
C -2.103 1.798 4.223 -0.61
C -1.984 1.374 5.539 -0.74
C -0.726 1.208 6.107 -0.53
C 0.421 1.475 5.368 -0.61
C 0.314 1.898 4.049 -0.51
C -0.691 4.671 1.544 0.64
C -0.776 5.331 2.769 -0.30
C -0.558 6.702 2.828 -0.71
C -0.262 7.409 1.671 -0.45
C -0.171 6.749 0.450 -0.75
C -0.381 5.380 0.384 -0.44
C -2.786 2.229 0.404 0.98
C -3.824 1.434 0.878 -0.13
C -4.898 1.150 0.042 -0.61
C -4.929 1.647 -1.252 -0.74
C -3.894 2.448 -1.716 -0.65
C -2.818 2.736 -0.893 -0.48
H -3.086 1.921 3.785 0.50
H -2.875 1.158 6.117 0.42
H -0.638 0.872 7.134 0.41
H 1.400 1.340 5.811 0.42
H 1.207 2.089 3.462 0.37
H -1.006 4.784 3.676 0.42
H -0.616 7.216 3.780 0.40
H -0.095 8.478 1.720 0.38
H 0.070 7.303 -0.449 0.40
H -0.274 4.860 -0.562 0.33
H -3.801 1.025 1.881 0.02
H -5.713 0.538 0.401 0.43
H -5.761 1.407 -1.903 0.40
H -3.924 2.847 -2.724 0.45
H -2.001 3.346 -1.262 0.06
```



No. 3
Molecular formula: C43H47N4PSSiTa
Method: DFT, ωB97M-V with the def2-TZVPD basis set

Computed properties:
- Kohn-Sham gap: 6.4 eV
- E_LUMO: -8.97 eV
- HOMO energy: -15.42 eV
- Total charge: +3

Structure (XYZ):
```
98
Properties=species:S:1:pos:R:3:mulliken_charge:R:1
Ta -0.228 0.514 0.150 0.92
C 1.800 -0.077 -0.128 -1.21
Si 2.429 -0.808 1.530 0.26
C 1.269 0.080 2.747 -0.59
N -0.157 -0.009 2.284 -0.15
C -0.706 -1.422 2.442 -0.24
C -2.019 -1.463 3.205 -0.52
C -1.888 -0.753 4.553 -0.87
C -1.319 0.675 4.399 -1.07
C -1.043 1.010 2.943 -0.25
C 2.154 -2.638 1.534 0.53
C 1.672 -3.350 0.433 -0.19
C 1.541 -4.732 0.476 -0.89
C 1.892 -5.423 1.626 -0.53
C 2.374 -4.734 2.733 -0.94
C 2.506 -3.356 2.685 0.10
C 4.162 -0.346 1.956 0.50
C 5.172 -1.310 1.878 -0.36
C 6.472 -1.004 2.255 -0.75
C 6.782 0.270 2.706 -0.56
C 5.793 1.243 2.785 -0.66
C 4.496 0.935 2.410 0.26
H 1.895 -0.821 -0.931 0.85
H 2.395 0.792 -0.418 0.48
H 1.523 1.140 2.820 0.42
H 1.379 -0.343 3.750 0.63
H 0.044 -2.005 2.973 0.12
H -0.814 -1.890 1.459 0.52
H -2.261 -2.515 3.361 0.59
H -2.835 -1.045 2.608 -0.22
H -1.234 -1.347 5.194 0.32
H -2.858 -0.723 5.045 0.44
H -0.401 0.793 4.976 0.36
H -2.020 1.420 4.777 0.45
H -0.559 1.981 2.844 0.13
H -1.990 1.039 2.389 0.27
H 1.408 -2.839 -0.487 0.24
H 1.179 -5.270 -0.390 0.46
H 1.804 -6.501 1.658 0.43
H 2.657 -5.274 3.627 0.46
H 2.906 -2.836 3.551 0.48
H 4.946 -2.310 1.527 0.38
H 7.242 -1.762 2.199 0.43
H 7.798 0.510 2.991 0.42
H 6.038 2.235 3.140 0.45
H 3.738 1.709 2.475 -0.33
C -6.512 2.226 -1.049 -1.36
C -5.893 0.989 -0.503 0.88
C -6.552 0.029 0.229 -0.95
C -5.844 -1.076 0.703 0.87
N -4.514 -1.193 0.480 -0.38
C -3.919 -0.287 -0.231 0.44
S -2.246 -0.576 -0.713 -0.54
N -4.568 0.793 -0.725 0.12
C -6.491 -2.174 1.459 -1.19
H -7.595 2.172 -0.987 0.42
H -6.225 2.388 -2.089 0.42
H -6.178 3.088 -0.467 0.18
H -7.610 0.130 0.420 0.44
H -4.067 1.445 -1.319 0.25
H -7.564 -2.034 1.553 0.39
H -6.042 -2.247 2.452 0.30
H -6.285 -3.123 0.959 0.36
N 0.039 2.267 0.234 0.09
P 0.060 3.929 0.082 1.64
C -1.645 4.446 -0.063 0.08
C -2.602 3.908 0.802 -0.21
C -3.908 4.365 0.749 -0.87
C -4.263 5.349 -0.171 -0.66
C -3.317 5.878 -1.034 -0.86
C -2.002 5.432 -0.981 -0.60
C 0.962 4.343 -1.384 0.31
C 0.623 3.734 -2.597 -0.32
C 1.286 4.101 -3.752 -0.83
C 2.283 5.073 -3.698 -0.55
C 2.620 5.676 -2.497 -0.81
C 1.961 5.315 -1.330 -0.29
C 0.786 4.597 1.553 0.28
C 0.277 5.760 2.129 -0.62
C 0.873 6.266 3.275 -0.73
C 1.957 5.611 3.841 -0.68
C 2.464 4.450 3.266 -0.82
C 1.883 3.940 2.119 -0.12
H -2.314 3.168 1.539 0.40
H -4.641 3.984 1.450 0.61
H -5.279 5.724 -0.196 0.52
H -3.596 6.647 -1.742 0.48
H -1.260 5.853 -1.648 0.50
H -0.162 2.986 -2.637 0.38
H 1.029 3.642 -4.696 0.45
H 2.795 5.362 -4.606 0.44
H 3.395 6.429 -2.466 0.47
H 2.222 5.784 -0.390 0.49
H -0.573 6.269 1.691 0.50
H 0.488 7.170 3.727 0.46
H 2.417 6.011 4.735 0.45
H 3.316 3.953 3.712 0.50
H 2.281 3.050 1.646 0.69
```



No. 4
Molecular formula: C43H48As2BrCl2I2N7O3RbSbSe4
Method: DFT, ωB97M-V with the def2-TZVPD basis set

Computed properties:
- Kohn-Sham gap: 4.5 eV
- E_LUMO: 1.86 eV
- HOMO energy: -2.62 eV
- Total charge: -2

Structure (XYZ):
```
114
Properties=species:S:1:pos:R:3:mulliken_charge:R:1
Rb 0.955 0.590 -1.219 0.74
O -0.892 6.919 1.549 -0.59
C 0.035 6.044 1.072 1.07
C 0.671 6.226 -0.150 -0.62
C 1.565 5.264 -0.574 -0.92
N 1.863 4.181 0.145 0.08
C 1.295 4.072 1.334 -0.05
Br 0.069 1.639 3.048 -0.34
C 0.352 4.945 1.848 -1.18
H -0.954 7.669 0.948 0.35
H 0.481 7.109 -0.749 0.39
H 2.076 5.357 -1.525 0.50
H -0.089 4.803 2.824 0.58
Se 5.841 3.194 3.994 -0.63
Sb 4.851 4.174 2.036 0.83
Se 2.086 2.649 2.382 0.70
Se 5.665 3.458 -0.075 -0.53
Se 3.933 6.364 2.301 -0.57
C -0.427 -3.493 -0.671 -1.44
C -1.637 -2.639 -1.066 -1.30
As -2.031 -1.203 0.210 0.88
C -2.408 -2.350 1.777 0.21
C -3.020 -3.596 1.669 -0.45
C -3.263 -4.369 2.795 -0.64
C -2.902 -3.903 4.056 -0.61
C -2.324 -2.649 4.180 -0.37
C -2.087 -1.879 3.046 -0.29
C -3.944 -0.970 -0.174 0.12
C -4.458 -1.135 -1.456 -0.10
C -5.815 -0.957 -1.700 -0.61
C -6.673 -0.618 -0.663 -0.52
C -6.166 -0.447 0.620 -0.62
C -4.809 -0.609 0.858 -0.74
As 1.391 -2.656 -0.823 1.44
C 2.226 -4.332 -1.453 -0.35
C 2.912 -4.325 -2.660 -0.20
C 3.469 -5.495 -3.172 -0.59
C 3.341 -6.687 -2.478 -0.44
C 2.649 -6.709 -1.270 -0.74
C 2.095 -5.542 -0.767 0.06
C 1.886 -2.907 1.085 -0.61
C 1.097 -2.310 2.062 0.29
C 1.405 -2.418 3.412 -0.51
C 2.533 -3.119 3.811 -0.72
C 3.348 -3.699 2.847 -0.84
C 3.033 -3.586 1.499 -0.33
H -0.383 -4.357 -1.333 0.68
H -0.538 -3.867 0.349 0.34
H -2.523 -3.274 -1.148 0.80
H -1.453 -2.172 -2.038 0.65
H -3.316 -3.974 0.698 0.29
H -3.727 -5.343 2.690 0.40
H -3.067 -4.516 4.932 0.38
H -2.041 -2.274 5.156 0.41
H -1.638 -0.896 3.153 0.30
H -3.793 -1.380 -2.277 0.34
H -6.200 -1.073 -2.705 0.42
H -7.730 -0.482 -0.852 0.36
H -6.828 -0.179 1.435 0.35
H -4.418 -0.450 1.857 0.28
H 3.009 -3.399 -3.211 0.11
H 4.002 -5.469 -4.114 0.43
H 3.770 -7.599 -2.875 0.35
H 2.544 -7.638 -0.721 0.38
H 1.559 -5.571 0.175 0.34
H 0.243 -1.712 1.768 0.22
H 0.769 -1.936 4.146 0.44
H 2.790 -3.193 4.860 0.35
H 4.238 -4.241 3.145 0.38
H 3.696 -4.021 0.763 0.53
O -0.757 -0.011 -3.032 -0.27
O 0.250 -1.051 -2.881 -0.84
Cl 4.070 -1.204 -4.238 -0.25
C 2.686 -0.051 -4.329 0.26
Cl 2.998 1.369 -3.303 -0.05
H 1.784 -0.570 -3.952 -0.36
H 2.595 0.270 -5.357 0.45
I -0.405 1.376 -4.559 0.06
I -0.182 3.509 -6.781 -0.70
C -2.899 1.985 -1.926 0.47
N -1.896 2.737 -1.151 0.91
C -1.746 4.053 -1.778 0.24
N -3.016 4.799 -1.821 0.00
C -3.982 3.995 -2.578 -0.78
N -4.199 2.678 -1.975 0.21
C -4.663 2.857 -0.602 -0.17
N -3.717 3.635 0.205 0.06
C -2.424 2.929 0.201 0.66
C -3.516 4.931 -0.450 -0.63
H -3.034 1.012 -1.468 -1.13
H -2.541 1.853 -2.942 0.21
H -1.375 3.923 -2.796 0.31
H -1.023 4.636 -1.206 -0.73
H -3.608 3.864 -3.594 0.42
H -4.936 4.531 -2.611 0.34
H -4.785 1.874 -0.147 -0.19
H -5.630 3.369 -0.610 0.36
H -2.545 1.956 0.682 -0.53
H -1.712 3.521 0.780 -0.37
H -2.801 5.514 0.137 0.20
H -4.472 5.463 -0.475 0.38
N 7.293 0.075 1.955 -0.55
C 6.002 -0.048 1.471 0.73
C 5.732 -0.232 0.119 -0.84
C 4.417 -0.329 -0.298 -0.20
N 3.368 -0.259 0.522 1.10
C 3.646 -0.143 1.822 -1.21
C 4.915 -0.053 2.345 -0.78
H 7.979 0.329 1.264 0.23
H 7.360 0.622 2.802 0.23
H 6.530 -0.226 -0.613 0.34
H 4.198 -0.457 -1.353 -0.21
H 2.793 -0.126 2.492 0.81
H 5.064 0.059 3.411 0.48
```